Model a:
19
Properties=species:S:1:pos:R:3:nbo_charge:R:1 method="wB97M-V/def2-TZVPD" orbital_gap_ev=12.312 smiles=CCC.CC homo_energy_ev=-11.20 charge=0 lumo_ev=1.1
H -1.42 1.50 0.84 0.196
H 1.63 -1.15 -0.49 0.198
H 3.76 -1.01 0.87 0.201
C -1.99 -0.22 -0.40 -0.610
H 1.45 0.03 0.71 0.207
C -1.12 1.99 -1.21 -0.611
H 2.89 -1.62 2.27 0.201
H -1.00 -0.64 -0.51 0.205
H 0.79 -1.69 0.89 0.204
H -1.37 1.58 -2.20 0.202
C 2.91 -1.61 1.18 -0.602
C 1.61 -1.03 0.59 -0.613
H -2.68 -0.48 -1.20 0.207
H -2.89 1.68 -0.03 0.194
H -2.48 -0.72 0.45 0.207
C -1.89 1.27 -0.12 -0.399
H -1.13 3.08 -1.20 0.212
H -0.06 1.68 -1.22 0.197
H 2.98 -2.63 0.80 0.203

---

Model b:
19
Properties=species:S:1:pos:R:3:nbo_charge:R:1 method="wB97M-V/def2-TZVPD" orbital_gap_ev=12.050 smiles=CCC.CC homo_energy_ev=-10.91 charge=0 lumo_ev=1.1
C -0.90 1.98 -1.86 -0.617
H -1.44 2.52 -2.63 0.209
H 2.29 -1.07 2.28 0.210
H -1.55 1.61 -1.07 0.212
C -0.95 -1.14 0.97 -0.613
H -1.24 -1.30 -0.06 0.208
C 0.15 1.00 -2.38 -0.625
H 0.93 -1.40 0.22 0.191
H 0.80 0.65 -1.57 0.204
H -0.27 2.73 -1.37 0.203
C 1.20 -1.21 2.32 -0.608
H -1.26 -1.92 1.66 0.205
H 0.92 -0.53 3.16 0.197
C 0.55 -0.72 1.05 -0.402
H -1.63 -0.32 1.26 0.195
H 0.95 1.27 -3.09 0.213
H 0.60 0.33 0.81 0.208
H -0.20 0.08 -2.86 0.200
H 0.87 -2.19 2.60 0.208

---

Model c:
19
Properties=species:S:1:pos:R:3:nbo_charge:R:1 method="wB97M-V/def2-TZVPD" orbital_gap_ev=12.277 smiles=CCC.CC homo_energy_ev=-11.17 charge=0 lumo_ev=1.1
C -0.21 -0.96 2.46 -0.616
H 1.59 -1.32 -1.05 0.209
H 0.47 -0.11 2.43 0.207
H 1.99 1.14 -1.99 0.197
H 1.32 -0.19 -2.93 0.195
H -0.26 2.09 -1.72 0.199
C -0.05 1.40 -2.54 -0.604
H 1.14 -0.08 0.09 0.208
H 0.09 -1.84 3.01 0.207
H 0.00 -0.90 -0.95 0.196
H 0.22 1.97 -3.42 0.210
C 1.11 0.52 -2.14 -0.400
H -2.46 -0.80 2.27 0.202
C 0.99 -0.42 -0.93 -0.615
H -1.02 0.92 -2.73 0.204
H -0.39 -1.29 1.44 0.205
H -1.64 0.62 3.02 0.205
H -1.81 -0.97 3.85 0.201
C -1.63 -0.46 2.90 -0.612

---

Energies relative to the most stable structure, in kJ/mol: model a 0.0; model b 44.7; model c 31.2.

---

Model a:
19
Properties=species:S:1:pos:R:3:nbo_charge:R:1 method="wB97M-V/def2-TZVPD" orbital_gap_ev=11.977 smiles=CCC.CC homo_energy_ev=-10.84 charge=0 lumo_ev=1.1
H -1.45 0.71 -0.69 0.206
C 2.36 0.01 1.31 -0.609
H 0.17 -0.92 2.25 0.203
H -0.82 0.26 2.49 0.223
H 2.74 -0.25 2.31 0.199
H 1.13 1.75 1.75 0.207
H 3.07 0.61 0.76 0.212
C -1.61 -0.96 -2.13 -0.613
H -1.09 -1.64 -1.46 0.209
C 1.04 0.75 1.32 -0.410
H -1.90 1.30 -2.29 0.213
H -0.77 -0.51 0.79 0.215
C -1.40 0.50 -1.75 -0.621
C -0.23 -0.09 1.63 -0.639
H -2.68 -1.18 -2.29 0.205
H -0.38 0.74 -2.06 0.200
H 0.80 1.02 0.24 0.192
H -1.18 -1.13 -3.12 0.204
H 2.20 -0.99 0.93 0.204

---

Model b:
19
Properties=species:S:1:pos:R:3:nbo_charge:R:1 method="wB97M-V/def2-TZVPD" orbital_gap_ev=11.762 smiles=CCC.CC homo_energy_ev=-10.68 charge=0 lumo_ev=1.1
C 1.09 -0.41 0.86 -0.635
H 0.21 0.16 0.58 0.214
H 2.12 -2.07 -2.06 0.214
H -2.77 -0.07 0.31 0.210
H 2.95 -0.08 -0.12 0.208
H 1.65 0.19 1.62 0.207
C 1.96 -0.54 -0.41 -0.383
H 0.75 -1.29 1.43 0.210
H -2.23 1.51 1.84 0.219
H -0.94 2.14 0.85 0.211
H 2.04 -2.70 -0.47 0.200
H -2.36 2.90 0.38 0.212
H -2.79 0.87 -1.31 0.226
H -1.42 0.24 -0.70 0.206
C -1.96 1.83 0.76 -0.633
H 0.69 -1.90 -0.98 0.206
C -2.28 0.76 -0.28 -0.651
C 1.75 -1.86 -1.07 -0.616
H 1.53 0.29 -1.25 0.175

---

Energies relative to the most stable structure, in kJ/mol: model a 0.0; model b 91.2.

---

Model a:
19
Properties=species:S:1:pos:R:3:nbo_charge:R:1 method="wB97M-V/def2-TZVPD" orbital_gap_ev=11.819 smiles=CCC.CC homo_energy_ev=-10.72 charge=0 lumo_ev=1.1
H 1.11 -0.05 2.18 0.204
H -1.41 1.05 1.04 0.205
C -2.62 0.94 -0.87 -0.630
C 1.57 -0.42 -1.18 -0.606
H -3.74 0.81 -0.71 0.207
H 0.32 -1.16 1.01 0.200
C 1.37 -0.85 1.50 -0.616
H 1.58 0.57 -1.62 0.203
H -2.36 2.09 -0.90 0.221
H 1.92 -1.46 2.13 0.211
H -2.42 -0.31 0.94 0.206
H 2.03 0.99 0.31 0.191
H 3.14 -0.56 0.28 0.205
H 0.66 -0.70 -1.28 0.195
C 2.13 -0.21 0.23 -0.392
H -2.46 0.27 -1.70 0.216
H -1.05 -0.33 0.13 0.197
C -1.88 0.35 0.34 -0.621
H 2.13 -1.02 -1.84 0.203

---

Model b:
19
Properties=species:S:1:pos:R:3:nbo_charge:R:1 method="wB97M-V/def2-TZVPD" orbital_gap_ev=11.483 smiles=CCC.CC homo_energy_ev=-10.41 charge=0 lumo_ev=1.1
H -2.51 2.93 0.47 0.205
H 0.74 -2.01 1.09 0.202
C 1.21 -1.33 0.54 -0.589
H -3.47 1.01 1.37 0.215
H 2.34 -1.30 0.94 0.193
C -2.34 1.12 1.41 -0.629
H -1.88 0.26 0.75 0.210
H 0.74 -0.38 0.73 0.205
H 2.37 0.16 -1.24 0.209
H 0.43 0.07 -1.51 0.193
C 1.42 -1.73 -0.86 -0.407
H 1.61 -0.62 -2.70 0.204
H 2.35 -2.27 -1.10 0.190
H -0.66 2.50 0.73 0.217
H 0.71 -2.39 -1.17 0.193
H -1.94 1.18 2.43 0.217
C -1.70 2.16 0.50 -0.646
H -1.36 2.02 -0.52 0.211
C 1.50 -0.42 -1.64 -0.593

---

Model c:
19
Properties=species:S:1:pos:R:3:nbo_charge:R:1 method="wB97M-V/def2-TZVPD" orbital_gap_ev=12.281 smiles=CCC.CC homo_energy_ev=-11.18 charge=0 lumo_ev=1.1
C -0.22 -1.34 -1.08 -0.390
H -1.27 0.50 -1.74 0.204
H 0.03 0.64 3.47 0.212
H -0.32 3.01 2.55 0.216
C 1.31 -1.31 -1.43 -0.619
C 0.05 0.76 2.39 -0.627
H 1.18 2.54 1.99 0.201
H 1.93 -1.50 -0.55 0.215
C 0.11 2.19 1.98 -0.623
H -0.55 -1.08 -0.06 0.196
H 1.48 -0.45 -2.06 0.207
H -0.95 0.29 2.15 0.198
H 0.61 0.01 1.86 0.218
C -1.15 -0.53 -2.03 -0.611
H -2.04 -1.13 -2.07 0.211
H -0.29 2.38 0.98 0.205
H -0.74 -0.43 -3.05 0.196
H 1.37 -2.18 -2.10 0.205
H -0.53 -2.38 -1.22 0.185

---

Energies relative to the most stable structure, in kJ/mol: model a 121.2; model b 131.8; model c 0.0.